This record from the OMol25 dataset describes a 3-piece molecular cluster, C4H11N4O2 overall. The level of theory is ωB97M-V/def2-TZVPD.

Structure (XYZ):
```
21
C4H11N4O2 | the OMol25 dataset | ωB97M-V/def2-TZVPD
C -3.50 2.20 0.12
C 2.82 -1.50 0.82
C 2.94 0.46 -0.56
C -1.50 -1.03 -0.31
N -0.44 -0.48 -0.19
N -2.51 -1.62 -0.63
N -2.76 1.22 0.41
N 2.29 -0.50 -0.07
O -0.23 0.96 -0.20
O -3.57 -2.24 0.16
H -4.14 -2.54 -0.59
H -4.45 2.18 0.48
H -2.95 3.05 -0.28
H 2.19 -1.46 1.69
H 2.87 -2.49 0.26
H 3.86 -1.13 1.25
H 3.96 0.70 -0.17
H 2.48 1.22 -1.29
H -3.14 0.45 0.99
H -1.17 1.33 -0.04
H 1.33 -0.80 -0.30
```

Summary:
Largest force on an atom   0.0750 hartree/bohr
Frontier orbital gap   8.91 eV
Energy relative to the best compared isomer or geometry (same formula, charge and spin)   184.34 kcal/mol
LUMO   -0.1503 hartree
Net charge   +1
Calculated total energy   -14368.5409 eV